This record from the Open Molecules 2025 dataset describes an isolated molecule of C4H5Cl2NO2 in a non-equilibrium geometry. The level of theory is ωB97M-V with the def2-TZVPD basis set.

Output
Spin multiplicity   1
Highest occupied orbital energy (alpha / beta)   -0.3455 / -0.2884 Eh
Lowest unoccupied orbital energy (alpha / beta)   -0.018 / -0.035 Ha

```
14
C4H5Cl2NO2, DFT ωB97M-V with the def2-TZVPD basis set
C -0.773 1.215 -0.853
C 0.518 0.387 0.011
C 0.192 -0.917 0.306
C -0.783 -1.137 1.415
N -1.797 0.728 -1.236
O -2.194 -0.446 -1.277
O 0.568 -1.899 -0.528
Cl 0.473 -1.612 2.751
Cl -1.961 -2.611 1.143
H -0.514 2.285 -1.011
H 1.401 0.438 -0.624
H 0.529 1.184 0.774
H -1.282 -0.255 1.786
H -0.120 -2.500 -0.803
```

=====

This record from the Open Molecules 2025 dataset describes a 2-piece molecular cluster, C4H5Cl3O overall in a non-equilibrium geometry. The level of theory is ωB97M-V with the def2-TZVPD basis set.

Output
Spin multiplicity   1
Highest occupied orbital energy (alpha / beta)   -0.3015 / -0.3248 Eh
Lowest unoccupied orbital energy (alpha / beta)   -0.045 / -0.012 Ha

```
13
C4H5Cl3O, DFT ωB97M-V with the def2-TZVPD basis set
C -0.767 -0.102 1.169
C -0.630 -1.147 0.041
C -1.090 1.279 0.899
C 1.688 1.634 1.662
O -0.498 -0.349 2.362
Cl -1.271 1.803 -0.714
Cl 1.819 0.042 2.256
Cl 1.569 2.917 2.745
H 0.542 -1.259 -0.077
H -0.986 -0.615 -0.843
H -1.170 -2.093 0.282
H -1.291 1.940 1.677
H 1.829 1.873 0.635
```

=====

This record from the Open Molecules 2025 dataset describes an isolated molecule of C4H5ClFNO in a non-equilibrium geometry. The level of theory is ωB97M-V with the def2-TZVPD basis set.

Output
Spin multiplicity   1
Highest occupied orbital energy   -0.3745 Eh
Lowest unoccupied orbital energy   0.026 Ha

```
13
C4H5ClFNO, DFT ωB97M-V with the def2-TZVPD basis set
F 0.893 0.879 1.423
C 0.560 0.177 0.279
Cl 2.041 -0.379 -0.591
C -0.324 -1.030 0.586
N -1.532 -1.360 0.284
O -2.175 -0.402 -0.436
C -1.738 0.942 -0.276
C -0.263 1.113 -0.619
H 0.232 -1.795 1.094
H -1.867 1.218 0.747
H -2.398 1.608 -0.840
H 0.001 0.910 -1.707
H 0.017 2.124 -0.376
```

=====

This record from the Open Molecules 2025 dataset describes a 2-piece molecular cluster, C4H5ClFO2 overall in a non-equilibrium geometry. The level of theory is ωB97M-V with the def2-TZVPD basis set.

Output
Spin multiplicity   1
Highest occupied orbital energy   -0.1052 Eh
Lowest unoccupied orbital energy   0.129 Ha
Net charge   -1

```
13
C4H5ClFO2, DFT ωB97M-V with the def2-TZVPD basis set
C 3.628 0.561 -0.267
C -1.640 -0.411 -1.010
C -0.476 0.107 -0.650
C 3.107 0.122 0.925
O 2.813 0.175 -1.411
O 4.427 1.434 -0.447
F 3.867 0.287 2.082
Cl 2.165 -1.356 1.103
H -2.221 0.020 -1.834
H 2.118 -0.276 -1.041
H -2.132 -1.346 -0.470
H 0.171 -0.352 0.150
H -0.154 1.022 -1.065
```

=====

This record from the Open Molecules 2025 dataset describes an isolated molecule of C4H5ClN2 in a non-equilibrium geometry. The level of theory is ωB97M-V with the def2-TZVPD basis set.

Output
Spin multiplicity   1
Highest occupied orbital energy   -0.2510 Eh
Lowest unoccupied orbital energy   0.026 Ha

```
12
C4H5ClN2, DFT ωB97M-V with the def2-TZVPD basis set
C -0.794 -0.788 0.768
C -1.336 0.353 0.213
C 0.586 -0.889 0.902
C 0.671 1.293 -0.676
N -0.646 1.206 -0.605
N 1.562 -1.549 0.373
Cl 1.158 2.678 -1.391
H -1.465 -1.594 1.165
H -2.351 0.572 0.210
H -1.259 1.956 -1.082
H 2.457 -1.117 0.567
H 1.416 -2.122 -0.444
```

=====

This record from the Open Molecules 2025 dataset describes an isolated molecule of C4H5ClN2 in a non-equilibrium geometry. The level of theory is ωB97M-V with the def2-TZVPD basis set.

Output
Spin multiplicity   1
Highest occupied orbital energy   -0.3062 Eh
Lowest unoccupied orbital energy   0.030 Ha

```
12
C4H5ClN2, DFT ωB97M-V with the def2-TZVPD basis set
N -0.876 1.812 -0.003
N -0.242 0.542 -0.016
C 1.105 0.256 -0.023
C 1.227 -1.082 0.009
C -0.063 -1.685 0.043
C -0.943 -0.606 -0.020
Cl -2.697 -0.544 -0.023
H -0.698 2.240 0.948
H -0.461 2.402 -0.728
H 1.841 1.005 -0.087
H 2.161 -1.627 -0.138
H -0.354 -2.714 0.038
```

=====

This record from the Open Molecules 2025 dataset describes a 2-piece molecular cluster, C4H5ClN2O2 overall in a non-equilibrium geometry. The level of theory is ωB97M-V with the def2-TZVPD basis set.

Output
Spin multiplicity   3
⟨S²⟩   2.021
Highest occupied orbital energy (alpha / beta)   -0.2842 / -0.4142 Eh
Lowest unoccupied orbital energy (alpha / beta)   -0.006 / -0.161 Ha

```
14
C4H5ClN2O2, DFT ωB97M-V with the def2-TZVPD basis set
C -1.718 -0.671 1.066
C 0.080 1.066 -0.545
C 0.556 0.043 0.381
C -0.293 -0.826 1.039
N -2.864 -0.527 1.077
N 0.177 -1.990 1.785
O -0.731 -2.711 2.158
O 1.317 -2.157 2.171
Cl -3.313 -3.458 -0.666
H 0.596 2.008 -0.457
H 0.381 0.754 -1.536
H -0.974 1.228 -0.661
H 1.573 -0.004 0.518
H -2.865 -3.502 0.533
```

=====

This record from the Open Molecules 2025 dataset describes a 2-piece molecular cluster, C4H5ClN2OS overall in a non-equilibrium geometry. The level of theory is ωB97M-V with the def2-TZVPD basis set.

Output
Spin multiplicity   1
Highest occupied orbital energy   -0.3603 Eh
Lowest unoccupied orbital energy   -0.009 Ha

```
14
C4H5ClN2OS, DFT ωB97M-V with the def2-TZVPD basis set
C 0.435 -1.449 0.021
C -0.243 -0.386 0.429
C -1.725 -0.032 0.038
C 0.226 0.484 1.514
O -0.448 1.191 2.194
Cl 1.955 0.262 2.098
H 1.506 -1.860 0.291
H -0.019 -2.070 -0.722
H -2.154 0.898 0.554
H -2.298 -0.932 0.090
H -1.821 0.268 -0.939
N 1.820 0.083 -1.377
N 1.600 1.096 -1.826
S 1.165 2.447 -2.364
```

=====

This record from the Open Molecules 2025 dataset describes a 3-piece molecular cluster, C4H5ClN2S overall in a non-equilibrium geometry. The level of theory is ωB97M-V with the def2-TZVPD basis set.

Output
Spin multiplicity   1
Highest occupied orbital energy   -0.3504 Eh
Lowest unoccupied orbital energy   -0.027 Ha

```
13
C4H5ClN2S, DFT ωB97M-V with the def2-TZVPD basis set
C 0.397 -0.400 1.393
C -0.240 1.679 1.781
C -0.098 -0.065 0.098
C -0.378 -0.982 -0.851
N 0.226 0.641 2.298
N -1.196 -0.665 -1.847
S -0.633 1.602 0.073
Cl 0.668 -2.428 -0.628
H 0.699 -1.375 1.715
H -0.219 2.501 2.371
H 1.465 0.826 -1.913
H -1.530 -1.456 -2.383
H 0.839 0.122 -2.107
```

=====

This record from the Open Molecules 2025 dataset describes an isolated molecule of C4H5ClN4O3 in a non-equilibrium geometry. The level of theory is ωB97M-V with the def2-TZVPD basis set.

Output
Spin multiplicity   1
Highest occupied orbital energy   -0.3195 Eh
Lowest unoccupied orbital energy   -0.007 Ha

```
17
C4H5ClN4O3, DFT ωB97M-V with the def2-TZVPD basis set
N 2.379 -0.388 0.191
C 1.043 -0.428 0.078
N 0.395 -1.504 0.319
C -0.972 -1.528 0.286
O -1.474 -2.772 0.274
C -1.724 -0.405 0.250
C -1.072 0.905 0.278
Cl -0.892 1.573 1.964
N 0.381 0.771 -0.271
N 0.872 1.788 -1.030
O 2.010 1.676 -1.425
O 0.133 2.703 -1.264
H 2.839 -1.268 0.343
H 2.879 0.359 -0.271
H -2.439 -2.743 0.291
H -2.801 -0.425 0.285
H -1.559 1.687 -0.299
```

=====

This record from the Open Molecules 2025 dataset describes an isolated molecule of C4H5ClO2 in a non-equilibrium geometry. The level of theory is ωB97M-V with the def2-TZVPD basis set.

Output
Spin multiplicity   1
Highest occupied orbital energy   -0.3535 Eh
Lowest unoccupied orbital energy   0.016 Ha

```
12
C4H5ClO2, DFT ωB97M-V with the def2-TZVPD basis set
C 0.124 0.309 -1.412
C -0.178 0.430 -0.130
O -0.102 -0.384 0.963
C 0.264 -1.736 0.869
C -0.524 2.008 0.109
O -0.562 2.884 -0.710
Cl -0.508 2.259 1.770
H 0.442 -0.679 -1.809
H -0.027 1.115 -2.134
H 1.039 -2.029 1.499
H 0.641 -1.930 -0.129
H -0.608 -2.246 1.113
```

=====

This record from the Open Molecules 2025 dataset describes an isolated molecule of C4H5ClS in a non-equilibrium geometry. The level of theory is ωB97M-V with the def2-TZVPD basis set.

Output
Spin multiplicity   1
Highest occupied orbital energy   -0.3277 Eh
Lowest unoccupied orbital energy   -0.040 Ha

```
11
C4H5ClS, DFT ωB97M-V with the def2-TZVPD basis set
S -2.359 -1.511 -0.119
C -0.857 -1.966 0.361
C 0.287 -1.080 0.504
C 0.156 0.252 0.508
C 1.308 1.175 0.631
Cl 1.719 2.072 -0.822
H -0.646 -3.023 0.526
H 1.280 -1.517 0.681
H -0.819 0.661 0.274
H 2.215 0.602 0.961
H 1.132 1.949 1.410
```

=====

Energy relative to the best compared isomer or geometry (same formula, charge and spin), respectively: 158.2 369.4 190.4 222.7 509.7 156.3 0.0 75.3 294.2 0.0 84.4 86.6 kJ/mol.
Calculated total energy, respectively: -1280.85059 -1611.09098 -845.39422 -865.92766 -724.94149 -725.07608 -875.34135 -1198.47297 -1123.20069 -1060.25443 -766.02126 -1013.74676 Eh.